Density functional theory data (ωB97M-V/def2-TZVPD) for a 13-piece molecular cluster, C70H171N13 overall at a distorted geometry.

Its electronic energy is -94726.3213 eV. The calculation puts the LUMO energy at 0.6 eV. For the energy above the lowest of the compared OMol25 structures with the same formula, charge and spin, the calculation gives 54.8 kcal/mol. The HOMO-LUMO gap comes out at 0.2972 Eh.

Geometry as XYZ:
```
254
C70H171N13, DFT ωB97M-V/def2-TZVPD
C -2.68 2.75 3.07
C -2.34 2.76 1.67
N -2.22 2.81 0.54
H -3.53 3.41 3.17
H -1.85 3.05 3.69
H -2.98 1.85 3.43
C -0.19 -0.14 -0.55
C -1.05 -1.01 0.30
N -1.77 -1.69 0.90
H -0.58 0.87 -0.48
H -0.27 -0.48 -1.58
H 0.88 -0.22 -0.29
C -3.41 2.88 -2.72
C -4.44 3.20 -1.70
N -5.14 2.02 -1.24
C -6.32 2.26 -0.46
C -6.02 2.78 0.98
C -4.51 0.71 -1.02
C -4.72 -0.31 -2.05
H -2.51 2.41 -2.30
H -2.97 3.81 -3.03
H -3.80 2.36 -3.61
H -3.93 3.81 -0.89
H -5.23 3.90 -2.08
H -6.99 2.95 -0.95
H -6.84 1.29 -0.34
H -5.43 2.05 1.50
H -5.58 3.80 1.00
H -6.92 2.83 1.59
H -4.85 0.39 -0.01
H -3.42 0.85 -0.96
H -4.11 -1.15 -1.92
H -4.38 0.07 -3.01
H -5.75 -0.64 -2.11
C -3.97 -9.13 -3.37
C -3.83 -8.94 -1.89
N -3.36 -7.53 -1.55
C -4.44 -6.61 -1.73
C -4.03 -5.27 -2.37
C -2.80 -7.38 -0.20
C -1.49 -8.08 0.00
H -3.06 -9.22 -3.98
H -4.50 -8.27 -3.78
H -4.56 -10.08 -3.57
H -4.82 -9.11 -1.43
H -3.06 -9.65 -1.47
H -4.85 -6.42 -0.76
H -5.16 -7.04 -2.37
H -4.80 -4.68 -2.85
H -3.31 -5.64 -3.13
H -3.53 -4.58 -1.74
H -2.56 -6.33 -0.16
H -3.59 -7.66 0.59
H -1.50 -9.18 -0.11
H -0.75 -7.69 -0.72
H -1.11 -7.81 0.97
C -1.79 -2.02 -3.41
C -0.38 -2.63 -3.61
N 0.21 -3.08 -2.37
C -0.45 -4.20 -1.71
C 0.22 -4.53 -0.38
C 1.52 -3.47 -2.70
C 2.53 -2.66 -1.93
H -2.38 -2.84 -3.00
H -2.28 -1.74 -4.34
H -1.78 -1.08 -2.89
H -0.52 -3.47 -4.29
H 0.34 -1.97 -4.04
H -1.52 -4.04 -1.47
H -0.47 -4.98 -2.47
H -0.22 -5.39 0.11
H 1.25 -4.93 -0.52
H 0.12 -3.69 0.36
H 1.72 -3.32 -3.75
H 1.70 -4.52 -2.48
H 3.62 -2.89 -2.18
H 2.39 -2.73 -0.86
H 2.38 -1.62 -2.17
C 0.60 4.00 -1.53
C -0.30 5.08 -2.03
N 0.21 5.59 -3.24
C 1.53 6.25 -3.31
C 2.14 6.31 -4.69
C -0.85 6.31 -3.97
C -0.99 7.82 -3.67
H 0.79 3.39 -2.40
H 0.05 3.42 -0.83
H 1.60 4.20 -1.13
H -1.22 4.60 -2.27
H -0.53 5.86 -1.25
H 1.45 7.24 -2.86
H 2.19 5.65 -2.74
H 2.24 5.38 -5.20
H 1.42 6.89 -5.24
H 3.03 6.90 -4.60
H -1.82 5.90 -3.77
H -0.84 6.08 -5.01
H -1.75 8.31 -4.26
H -0.06 8.35 -3.74
H -1.23 7.83 -2.55
C 0.49 1.34 -4.28
C 0.78 1.47 -5.83
N -0.25 2.07 -6.60
C -0.32 3.52 -6.53
C 0.73 4.19 -7.41
C -1.54 1.32 -6.52
C -2.26 1.23 -7.80
H -0.27 0.59 -4.13
H 0.23 2.28 -3.83
H 1.46 1.07 -3.79
H 1.63 2.13 -5.85
H 1.05 0.46 -6.14
H -1.33 3.78 -6.76
H -0.23 4.01 -5.52
H 0.52 3.93 -8.45
H 0.75 5.27 -7.26
H 1.79 3.86 -7.18
H -2.26 1.77 -5.80
H -1.39 0.34 -6.11
H -3.27 0.94 -7.72
H -1.72 0.67 -8.55
H -2.34 2.17 -8.34
C 0.74 0.56 2.74
C 1.55 -0.75 2.60
N 2.96 -0.57 2.78
C 3.57 -1.92 3.07
C 3.55 -2.86 1.90
C 3.55 0.05 1.62
C 4.94 0.55 1.89
H -0.37 0.33 2.70
H 0.96 1.36 2.05
H 0.86 0.97 3.77
H 1.17 -1.41 3.41
H 1.35 -1.15 1.59
H 3.14 -2.35 3.99
H 4.63 -1.78 3.33
H 2.50 -3.09 1.60
H 4.15 -3.77 2.06
H 4.12 -2.41 1.08
H 3.49 -0.61 0.75
H 3.05 1.02 1.43
H 5.31 1.28 1.19
H 4.93 0.88 2.90
H 5.70 -0.29 1.89
C 3.79 -1.35 7.82
C 4.50 -0.31 7.05
N 3.84 1.01 7.20
C 2.73 1.19 6.23
C 2.02 2.42 6.62
C 4.74 2.19 7.31
C 4.78 2.69 8.72
H 4.35 -2.25 7.72
H 2.85 -1.60 7.37
H 3.58 -1.04 8.87
H 5.51 -0.14 7.36
H 4.50 -0.54 6.03
H 3.15 1.22 5.23
H 2.04 0.38 6.41
H 1.98 2.48 7.68
H 2.44 3.34 6.25
H 0.91 2.40 6.33
H 4.51 2.97 6.63
H 5.73 1.78 6.98
H 5.01 1.84 9.43
H 3.82 3.07 9.09
H 5.50 3.49 8.87
C -7.28 -3.52 5.07
C -7.20 -3.44 3.50
N -5.93 -2.81 3.01
C -5.89 -2.96 1.57
C -5.32 -4.33 1.16
C -5.89 -1.42 3.47
C -4.49 -0.78 3.25
H -6.32 -3.75 5.53
H -7.92 -4.40 5.26
H -7.70 -2.61 5.47
H -7.30 -4.42 3.10
H -8.06 -2.87 3.18
H -6.87 -2.72 1.15
H -5.21 -2.26 1.11
H -5.65 -5.26 1.56
H -5.35 -4.43 0.11
H -4.30 -4.36 1.53
H -6.21 -1.37 4.52
H -6.65 -0.85 2.97
H -4.70 0.26 3.47
H -4.04 -0.80 2.27
H -3.79 -1.12 3.92
C 3.83 -0.38 -5.37
C 5.04 0.49 -4.92
N 4.65 1.59 -4.03
C 4.44 1.03 -2.69
C 3.55 1.86 -1.73
C 5.59 2.68 -4.07
C 5.33 3.59 -5.25
H 3.28 -0.65 -4.49
H 4.25 -1.33 -5.65
H 3.09 -0.02 -6.15
H 5.67 -0.21 -4.33
H 5.61 0.86 -5.82
H 4.03 0.04 -2.85
H 5.49 0.82 -2.16
H 3.60 1.46 -0.73
H 3.91 2.90 -1.81
H 2.47 1.75 -2.00
H 6.64 2.27 -4.06
H 5.49 3.32 -3.19
H 4.35 3.91 -5.11
H 5.52 3.12 -6.19
H 5.93 4.47 -5.21
C 1.53 5.46 2.09
C 2.04 6.44 0.97
N 3.51 6.56 0.96
C 4.00 6.82 -0.37
C 5.04 5.78 -0.82
C 4.05 7.42 2.03
C 5.39 6.84 2.53
H 1.89 5.76 3.07
H 1.95 4.38 2.03
H 0.43 5.33 2.17
H 1.73 5.96 0.04
H 1.53 7.42 1.05
H 4.43 7.85 -0.55
H 3.21 6.75 -1.13
H 4.58 4.71 -0.73
H 5.90 5.92 -0.20
H 5.39 6.10 -1.83
H 4.13 8.46 1.66
H 3.46 7.45 2.92
H 6.12 7.10 1.77
H 5.66 7.44 3.40
H 5.24 5.81 2.71
C -2.20 -3.89 3.74
C -1.59 -5.31 3.93
N -0.34 -5.30 4.61
C -0.16 -6.52 5.37
C 0.93 -6.42 6.41
C 0.80 -4.94 3.67
C 1.17 -6.16 2.75
H -2.84 -3.63 4.63
H -2.94 -3.86 2.92
H -1.52 -3.07 3.57
H -2.35 -5.84 4.53
H -1.53 -5.71 2.87
H -1.14 -6.73 5.89
H 0.04 -7.41 4.78
H 0.99 -7.42 6.85
H 1.89 -6.25 5.92
H 0.63 -5.68 7.19
H 1.65 -4.59 4.24
H 0.37 -4.13 3.02
H 1.90 -6.86 3.22
H 1.63 -5.88 1.81
H 0.32 -6.76 2.40
```